This record from OMol25 describes a molecular structure, C12H30BO5Rb2V. The level of theory is wB97M-V/def2-TZVPD.

Summary:
2S+1: 5
Gap between HOMO and LUMO (spin up / spin down): 2.92 / 6.05 eV
LUMO energy (spin up / spin down): -1.39 / -1.46 eV
Charge: 0
Total energy: -1868.2178 Eh
<S²>: 6.004
HOMO energy (spin up / spin down): -4.31 / -7.51 eV

CARTESIAN COORDINATES (ANGSTROEM)
Rb1 -7.272 14.993 18.955
Rb2 -6.361 10.576 21.210
V1 -9.861 12.154 19.823
B1 -8.317 13.061 21.189
H1 -7.896 12.596 20.311
H2 -8.870 13.915 20.830
H3 -9.003 12.337 21.601
H4 -7.572 13.374 21.904
C1 -9.803 13.268 16.646
O1 -9.319 13.021 17.867
H5 -9.486 12.576 15.866
H6 -10.889 13.206 16.717
H7 -9.519 14.264 16.306
C2 -10.894 8.348 20.507
C3 -9.438 8.689 20.018
O2 -9.102 10.045 19.874
H8 -11.204 9.003 21.321
H9 -10.858 7.345 20.932
H10 -11.733 8.506 19.829
H11 -9.282 8.088 19.122
H12 -8.745 8.329 20.779
C4 -11.645 16.168 19.777
C5 -12.218 16.228 21.201
O3 -13.203 16.890 21.529
C6 -11.519 15.316 22.173
H13 -11.478 15.108 19.587
H14 -10.677 16.665 19.704
H15 -12.359 16.499 19.022
H16 -11.713 15.584 23.211
H17 -10.441 15.378 22.026
H18 -11.814 14.298 21.918
C7 -5.314 14.994 23.640
C8 -6.318 14.634 24.772
O4 -6.531 15.412 25.686
C9 -7.215 13.479 24.534
H19 -4.494 14.293 23.482
H20 -4.787 15.917 23.881
H21 -5.826 15.080 22.681
H22 -8.208 13.851 24.282
H23 -7.117 12.847 25.417
H24 -6.908 12.894 23.667
C10 -9.701 10.665 23.774
C11 -10.376 10.426 25.131
O5 -9.888 9.642 25.917
C12 -11.731 11.203 25.390
H25 -9.137 11.597 23.772
H26 -10.375 10.796 22.928
H27 -8.969 9.898 23.521
H28 -12.218 11.336 24.423
H29 -11.534 12.204 25.771
H30 -12.441 10.698 26.046

This record from OMol25 describes a molecular structure, C12H30CrCs2N2O12PS2. The level of theory is wB97M-V/def2-TZVPD.

Summary:
2S+1: 4
Gap between HOMO and LUMO (spin up / spin down): 3.00 / 3.10 eV
LUMO energy (spin up / spin down): 2.89 / 2.88 eV
Charge: -2
Total energy: -3710.3015 Eh
<S²>: 3.795
HOMO energy (spin up / spin down): -0.11 / -0.22 eV

CARTESIAN COORDINATES (ANGSTROEM)
Cr1 -22.979 -5.481 10.734
Cs1 -23.480 -9.981 11.768
Cs2 -25.911 -5.689 8.188
P1 -23.208 -3.086 10.464
O1 -21.976 -3.983 9.932
O2 -22.889 -3.743 11.836
O3 -24.136 -4.168 9.807
O4 -22.731 -1.751 9.904
S1 -23.637 -6.486 13.196
O5 -23.956 -7.877 13.560
O6 -23.517 -5.560 14.319
O7 -22.378 -6.382 12.390
O8 -24.521 -5.994 12.111
S2 -22.532 -7.551 8.978
O9 -23.765 -6.984 9.644
O10 -22.408 -8.943 9.422
O11 -22.799 -7.308 7.565
O12 -21.570 -6.669 9.660
C1 -21.072 -3.930 6.715
C2 -19.619 -3.533 6.924
N1 -19.577 -2.467 7.911
C3 -19.812 -1.163 7.359
C4 -19.999 -0.082 8.426
C5 -18.364 -2.540 8.749
C6 -18.807 -2.711 10.206
H1 -21.270 -4.510 5.805
H2 -21.784 -3.102 6.686
H3 -21.387 -4.514 7.584
H4 -19.029 -4.399 7.217
H5 -19.199 -3.220 5.941
H6 -20.705 -1.085 6.736
H7 -18.983 -0.862 6.679
H8 -20.319 0.795 7.858
H9 -19.060 0.125 8.948
H10 -20.722 -0.385 9.184
H11 -17.685 -3.354 8.490
H12 -17.765 -1.638 8.546
H13 -17.917 -2.747 10.851
H14 -19.545 -1.960 10.475
H15 -19.284 -3.680 10.365
C7 -18.106 -5.123 13.416
C8 -17.233 -6.230 12.838
N2 -17.250 -6.281 11.409
C9 -18.425 -6.939 10.778
C10 -18.432 -8.430 11.114
C11 -15.993 -6.317 10.711
C12 -16.019 -5.673 9.339
H16 -19.165 -5.223 13.167
H17 -17.845 -4.112 13.091
H18 -18.013 -5.072 14.507
H19 -16.203 -6.076 13.186
H20 -17.500 -7.145 13.396
H21 -19.308 -6.424 11.153
H22 -18.292 -6.745 9.719
H23 -17.559 -8.864 10.606
H24 -18.360 -8.675 12.170
H25 -19.283 -8.934 10.660
H26 -15.627 -7.362 10.629
H27 -15.250 -5.760 11.289
H28 -16.577 -6.237 8.592
H29 -15.004 -5.499 8.972
H30 -16.479 -4.686 9.425

This record from OMol25 describes a molecular structure, C12H30F2KNO12P2S2. The level of theory is wB97M-V/def2-TZVPD.

Summary:
2S+1: 2
Gap between HOMO and LUMO (spin up / spin down): 8.35 / 2.88 eV
LUMO energy (spin up / spin down): -4.31 / -9.77 eV
Charge: +1
Total energy: -3711.3370 Eh
<S²>: 0.764
Relative energy (zero: lowest compared OMol25 entry of this formula, charge and spin): 205.01 kJ/mol
HOMO energy (spin up / spin down): -12.66 / -12.66 eV

CARTESIAN COORDINATES (ANGSTROEM)
K1 0.960 -0.703 -1.193
N1 2.899 -0.864 -2.926
S1 4.270 -1.293 -2.554
O1 5.014 -0.356 -1.712
O2 4.958 -2.071 -3.657
F1 4.142 -2.397 -1.358
S2 3.372 0.488 -3.697
O3 4.455 0.463 -4.732
O4 3.294 1.761 -3.013
F2 2.167 0.460 -4.715
C1 5.392 -2.413 1.837
C2 4.799 -1.090 1.399
O5 4.053 -0.538 2.404
P1 2.600 0.201 2.138
O6 1.635 -0.618 1.385
O7 2.152 0.401 3.675
C3 0.831 1.006 4.045
C4 0.592 2.456 3.839
O8 3.038 1.681 1.614
C5 3.427 2.034 0.297
C6 4.619 2.990 0.493
H1 6.104 -2.816 1.117
H2 5.737 -2.274 2.862
H3 4.706 -3.247 1.982
H4 5.522 -0.302 1.189
H5 4.118 -1.292 0.573
H6 0.010 0.308 3.881
H7 0.822 0.921 5.132
H8 -0.377 2.708 4.271
H9 1.330 3.104 4.311
H10 0.446 2.768 2.804
H11 3.779 1.244 -0.366
H12 2.533 2.594 0.021
H13 5.548 2.437 0.354
H14 4.596 3.965 0.006
H15 4.681 3.199 1.561
C7 -3.589 2.130 -2.395
C8 -4.541 1.204 -3.259
O9 -4.409 -0.187 -2.966
P2 -4.887 -0.800 -1.508
O10 -5.651 0.231 -0.748
O11 -5.717 -2.118 -1.947
C9 -6.214 -3.098 -1.034
C10 -6.866 -2.463 0.260
O12 -3.525 -1.415 -0.818
C11 -3.367 -1.211 0.563
C12 -2.397 -0.116 0.637
H16 -3.604 3.135 -2.817
H17 -3.900 2.144 -1.350
H18 -2.552 1.800 -2.450
H19 -5.423 1.630 -2.782
H20 -4.553 1.448 -4.322
H21 -6.801 -3.813 -1.610
H22 -5.389 -3.795 -0.888
H23 -7.695 -1.780 0.074
H24 -7.341 -3.207 0.899
H25 -6.238 -2.042 1.046
H26 -4.292 -1.126 1.135
H27 -2.881 -2.063 1.039
H28 -2.725 0.685 -0.025
H29 -2.299 0.203 1.674
H30 -1.367 -0.291 0.325

This record from OMol25 describes a molecular structure, C12H30FN3O9PV. The level of theory is wB97M-V/def2-TZVPD.

Summary:
Gap between HOMO and LUMO: 5.23 eV
LUMO energy: -3.06 eV
Charge: 0
Total energy: -2701.7999 Eh
HOMO energy: -8.30 eV

CARTESIAN COORDINATES (ANGSTROEM)
O1 -13.644 -11.532 -10.896
V1 -14.277 -12.425 -12.059
O2 -13.008 -12.605 -13.053
F1 -17.219 -12.692 -10.452
C1 -18.384 -14.882 -16.453
C2 -18.208 -14.112 -15.126
O3 -17.113 -14.053 -14.543
N1 -19.128 -13.392 -14.582
C3 -20.384 -13.018 -15.302
H1 -17.758 -15.775 -16.462
H2 -18.193 -14.142 -17.229
H3 -19.416 -15.213 -16.573
H4 -18.764 -12.841 -13.818
H5 -20.178 -12.485 -16.230
H6 -20.839 -12.223 -14.711
H7 -21.190 -13.744 -15.411
C4 -15.911 -9.296 -16.722
C5 -15.382 -8.643 -15.426
O4 -15.145 -9.384 -14.457
N2 -15.312 -7.273 -15.328
C6 -14.692 -6.577 -14.254
H8 -16.816 -9.885 -16.571
H9 -15.121 -10.001 -16.981
H10 -15.908 -8.596 -17.557
H11 -15.648 -6.641 -16.041
H12 -15.525 -6.176 -13.677
H13 -14.071 -5.727 -14.537
H14 -14.132 -7.193 -13.550
C7 -14.197 -17.782 -10.791
C8 -13.197 -16.900 -10.037
O5 -13.181 -15.692 -10.193
N3 -12.335 -17.554 -9.178
C9 -11.275 -16.847 -8.429
H15 -13.822 -18.798 -10.919
H16 -14.447 -17.327 -11.749
H17 -15.167 -17.847 -10.299
H18 -12.313 -18.559 -9.082
H19 -10.718 -16.140 -9.045
H20 -10.593 -17.645 -8.134
H21 -11.658 -16.349 -7.539
C10 -14.171 -9.030 -5.716
O6 -14.672 -9.428 -4.451
P1 -13.638 -10.215 -3.499
O7 -12.380 -9.495 -3.285
O8 -14.583 -10.663 -2.238
C11 -13.952 -11.384 -1.255
O9 -13.403 -11.596 -4.298
C12 -14.512 -12.475 -4.672
H22 -14.551 -8.083 -6.100
H23 -14.475 -9.795 -6.429
H24 -13.098 -8.866 -5.612
H25 -14.644 -11.893 -0.584
H26 -13.261 -10.832 -0.618
H27 -13.390 -12.224 -1.666
H28 -14.188 -13.515 -4.634
H29 -14.929 -12.244 -5.652
H30 -15.300 -12.256 -3.951

This record from OMol25 describes 3 unconnected molecules or ions with the total composition C12H30IN2O4. The level of theory is wB97M-V/def2-TZVPD.

Summary:
Gap between HOMO and LUMO: 6.91 eV
LUMO energy: 2.89 eV
Charge: -1
Total energy: -1183.3297 Eh
Relative energy (zero: lowest compared OMol25 entry of this formula, charge and spin): 133.12 kJ/mol
HOMO energy: -4.03 eV

CARTESIAN COORDINATES (ANGSTROEM)
I1 2.771 -3.295 0.980
C1 0.807 2.146 2.884
O1 0.487 0.849 2.511
C2 0.430 -0.023 3.584
C3 -0.540 -1.142 3.298
N1 -0.442 -1.597 1.905
C4 -1.316 -2.748 1.680
C5 -1.414 -3.059 0.178
O2 -1.778 -1.923 -0.554
C6 -2.922 -2.059 -1.328
H1 -0.110 2.698 3.153
H2 1.277 2.670 2.051
H3 1.520 2.178 3.721
H4 0.160 0.544 4.483
H5 1.429 -0.461 3.729
H6 -1.553 -0.898 3.643
H7 -0.237 -1.977 3.976
H8 0.504 -2.000 1.906
H9 -2.327 -2.530 2.042
H10 -0.865 -3.647 2.139
H11 -2.180 -3.831 0.062
H12 -0.418 -3.403 -0.123
H13 -3.803 -1.659 -0.790
H14 -3.131 -3.076 -1.670
H15 -2.821 -1.393 -2.194
C7 0.592 3.637 -0.630
O3 0.864 2.366 -0.287
C8 2.108 1.927 -0.711
C9 2.302 0.410 -0.480
N2 1.184 -0.456 -0.849
C10 1.023 -0.611 -2.355
C11 0.265 0.503 -3.023
O4 -0.980 0.685 -2.348
C12 -1.885 1.348 -3.105
H16 -0.281 3.935 -0.048
H17 0.425 3.727 -1.707
H18 1.384 4.334 -0.300
H19 2.939 2.467 -0.202
H20 2.306 2.199 -1.770
H21 2.564 0.259 0.564
H22 3.230 0.217 -1.071
H23 1.648 -1.364 -0.634
H24 0.440 -1.534 -2.411
H25 2.030 -0.806 -2.761
H26 0.054 0.197 -4.068
H27 0.771 1.476 -3.054
H28 -1.576 2.364 -3.448
H29 -2.791 1.538 -2.526
H30 -2.144 0.815 -4.040